(1)
{
  "formula": "C24H67N7O16",
  "method": "ωB97M-V/def2-TZVPD",
  "species": ["H", "N", "H", "H", "C", "H", "C", "C", "H", "C", "C", "H", "N", "H", "N", "H", "H", "H", "H", "H", "H", "H", "O", "H", "C", "H", "C", "H", "H", "H", "O", "O", "O", "H", "H", "H", "O", "H", "H", "C", "C", "C", "O", "H", "N", "H", "H", "C", "H", "H", "O", "H", "C", "H", "H", "H", "H", "C", "H", "H", "H", "C", "C", "H", "C", "H", "H", "O", "O", "H", "H", "H", "O", "H", "H", "O", "O", "H", "H", "N", "O", "C", "H", "H", "C", "H", "N", "H", "O", "H", "O", "H", "H", "H", "C", "H", "C", "H", "H", "O", "H", "H", "H", "C", "N", "H", "H", "C", "C", "H", "H", "H", "C", "H"],
  "coordinates": [[3.88664, -2.24352, -0.27680], [0.39575, -1.09596, 0.78716], [0.34592, 1.75746, -2.23056], [4.67402, 0.05185, 3.33212], [-0.46201, 2.01012, -1.54387], [-0.49027, -3.85824, -1.83619], [-3.64338, -0.65561, 1.37358], [-0.38045, 4.26101, -3.79438], [0.82143, -6.08514, 0.49674], [2.69392, -0.63308, 3.04269], [3.21915, 2.04899, -0.43981], [0.76073, -0.45910, 2.97307], [-1.53498, -1.58163, 0.01192], [-3.62612, -1.04212, 0.35456], [-2.45848, 0.09920, -3.25117], [0.23509, -3.85980, 1.03380], [-0.65089, -1.27972, 2.93449], [0.51006, -3.63080, 5.49796], [2.83974, -0.85973, 4.09885], [2.08593, 5.19911, -1.79058], [4.60514, -1.18059, 1.37922], [-2.35201, -1.26726, -0.49179], [1.79384, -4.08097, 1.07443], [0.35446, 5.06202, -3.71444], [2.73415, 0.84875, -1.27118], [-2.57484, 1.04400, -3.58868], [-0.60561, -3.63119, -2.89602], [3.15131, 2.97487, -1.01098], [2.09323, -1.98120, 0.02962], [4.94379, -3.90309, 1.18206], [0.28192, -1.37549, 2.72879], [4.54424, 1.74769, 0.05343], [-3.57500, 1.32962, 2.82314], [0.21071, 3.34537, -3.80954], [-4.60113, 1.22444, 1.10107], [3.29054, -0.45494, 0.15660], [2.58696, -0.29881, -0.47760], [-1.83816, -3.17243, 2.51121], [1.31977, -0.79906, 0.50761], [-1.89485, -4.21773, 0.85886], [-2.60891, 4.97218, -2.81051], [3.91821, 0.15392, 2.55337], [-0.07918, -5.83594, 0.27673], [-0.36972, -1.60552, -2.23545], [-3.60915, 0.91644, -1.65191], [-2.52265, 6.05567, -2.89239], [1.49295, -2.98348, 2.82860], [-3.64670, 0.84132, 1.46219], [-0.12263, 5.44594, 1.26916], [1.23337, 4.32789, 1.49849], [-2.21430, -3.08385, 1.63242], [-2.34952, 2.81482, -1.35155], [-0.42859, -4.72409, 1.05878], [2.08310, -1.96188, 6.13031], [3.71436, 1.21834, 2.66982], [-2.78405, -0.96299, 1.96954], [-2.06820, -1.81325, -4.46556], [-1.54428, 2.89003, -2.08233], [-0.25220, -3.26993, 3.01283], [2.62202, 2.13438, 0.46807], [-1.56103, -2.15469, 0.84320], [2.86140, -3.57573, 0.78129], [-0.47714, -0.86595, -0.16438], [1.78053, 1.12094, -1.72353], [0.77243, -2.75269, 4.90789], [-2.03586, -3.92562, -0.18175], [0.27511, -1.78050, 1.51993], [-1.57489, -4.53918, -3.39537], [2.09043, -2.37825, 5.26534], [-2.01414, -4.17776, -4.16870], [-4.36598, 0.74344, -1.00585], [-1.90056, 2.36052, -2.96594], [-1.26173, -1.51471, -4.03885], [-0.01383, -2.11947, 5.31891], [4.49103, 1.17809, 0.82435], [-0.32529, -0.15179, -1.12051], [-4.80242, -1.14021, 1.96677], [3.82702, -5.07499, 1.36167], [0.40088, -3.79415, -3.28142], [2.97982, -2.45772, 0.11299], [4.30393, -0.27776, 1.25361], [0.59071, -2.66816, 3.35265], [-2.65902, -4.97504, 1.03380], [-0.90777, 1.06593, -1.23099], [-1.19248, 4.31753, -2.48182], [-5.52217, -0.95746, 1.35836], [4.02117, -4.19934, 0.89728], [-3.53966, 1.82258, -2.09258], [-2.75855, -1.11549, -1.37323], [-0.35616, -5.08796, 2.08370], [1.48010, 0.15191, 2.79762], [-2.04392, -2.04030, -2.27960], [-0.62873, 6.75454, -1.02542], [-1.66670, -0.47297, -3.50773], [-2.95061, -0.11557, -2.08780], [1.55664, 5.74944, 0.87883], [0.05302, 2.82656, -0.33313], [1.79747, 3.60945, -2.07427], [-3.16358, 2.19547, 2.77181], [-0.10573, 6.22552, -1.63221], [-3.24750, 4.73485, -1.95965], [-0.90618, 4.42148, -4.73564], [2.77929, 4.00718, -0.57321], [1.94903, 4.27686, -1.22593], [-0.50430, 4.95505, -1.29969], [-0.82300, 2.75576, 0.31160], [-2.88864, 4.45973, -3.73098], [0.53879, 4.28486, -0.59042], [-1.09685, -2.19150, -2.79760], [2.53274, -1.59431, 2.55467], [3.41596, 0.52699, -2.05839], [-3.00376, 1.33301, 0.73214], [0.75812, 5.01218, 0.79565], [0.88837, 2.32211, 0.15249]],
  "total_charge": 0,
  "orbital_gap_ev": 7.460,
  "e_tot_ev": -69140.7632,
  "spin_multiplicity": 1,
  "lumo_energy_ev": -0.05
}

---

(2)
{
  "formula": "C24H68ClN6O4",
  "method": "ωB97M-V/def2-TZVPD",
  "species": ["H", "C", "H", "N", "H", "H", "H", "H", "H", "H", "H", "H", "H", "C", "H", "H", "C", "H", "O", "C", "H", "C", "C", "H", "H", "H", "H", "H", "O", "N", "C", "H", "H", "H", "H", "H", "C", "C", "C", "H", "C", "H", "H", "H", "H", "H", "C", "H", "H", "H", "Cl", "C", "O", "H", "C", "H", "C", "H", "H", "H", "H", "H", "H", "C", "H", "C", "H", "H", "H", "H", "N", "N", "H", "H", "H", "H", "H", "H", "H", "H", "H", "H", "C", "C", "C", "C", "H", "H", "H", "H", "N", "H", "H", "H", "C", "N", "H", "O", "H", "C", "C", "H", "H"],
  "coordinates": [[-1.78148, 3.06022, 2.01589], [-3.11118, -3.94027, -1.01981], [5.00013, -0.03989, -2.22125], [-2.39537, 2.92038, 4.71446], [-5.94162, -1.77229, -0.10396], [0.27155, 1.78141, -2.62486], [-0.24461, -0.67267, -0.45095], [-4.06263, -4.42163, -0.79373], [-2.37519, 3.22428, 6.77684], [-3.37473, -3.91950, -3.19860], [-3.10128, 0.88449, -3.14819], [-0.44842, 3.31582, 5.35018], [2.30950, -2.67102, 1.66752], [-4.38705, 3.45301, 6.09763], [-2.81524, -1.22224, 2.45305], [3.54349, -3.72596, 1.92294], [-1.30214, -0.47852, -4.40794], [6.21804, 2.55723, -1.64694], [2.22226, 1.18794, 2.26969], [5.34477, 2.43344, -1.00649], [4.23934, -2.33970, -1.84667], [-2.09689, 1.27459, -2.98349], [-1.52179, 0.23524, -5.77194], [0.20435, 1.66396, -4.37829], [-2.21455, 0.96092, -0.78425], [-6.24063, -1.42734, -1.73731], [-4.09458, 2.29213, 3.85956], [-4.25020, 4.50670, 5.85448], [1.77134, 1.07494, -0.03035], [2.53909, -3.61982, 1.92669], [-3.03391, 2.74833, 6.05044], [-3.95649, -0.72208, -1.07980], [2.17112, -3.85700, 2.83688], [4.58625, 2.03752, -1.68175], [2.41195, 0.81968, -3.19807], [-1.32714, 2.42917, -1.24584], [-0.53096, 1.16056, 4.96540], [5.72928, 1.40547, 0.12025], [-5.62447, -2.06613, -1.10454], [8.54648, 0.38982, 0.69571], [8.61873, 0.70125, -0.34635], [-2.44450, -4.50691, -0.36977], [-3.33975, 2.42504, 1.47334], [4.84066, 1.22811, 0.72606], [4.09924, -0.36439, -0.68963], [7.79065, -0.72069, -1.55177], [5.03386, -0.50024, -1.23381], [-2.68004, -3.26231, 1.23376], [-3.05118, 2.38050, -1.40088], [2.10121, -4.17396, 1.20468], [1.45133, 0.51926, 1.25097], [0.25357, 1.08015, -3.45914], [1.77290, -0.89605, 1.14592], [5.28430, -2.52575, -0.45041], [-2.15437, 1.77087, -1.51121], [-2.10517, -1.16119, -4.13010], [-3.03251, 2.23498, 3.62114], [-2.12424, -0.66665, 0.91139], [-4.78867, 3.39911, 7.10951], [-1.27753, -1.89915, -0.74805], [-1.69009, -3.71292, -2.64181], [1.70527, -0.57532, -4.02462], [0.23495, -1.86964, -1.50355], [-0.96380, 2.65025, 4.65773], [7.32437, 0.90922, -2.03672], [-2.83742, 2.97176, 2.27138], [1.57368, -0.31181, -2.30302], [-1.72568, -0.54225, -6.50818], [-0.80593, 0.38657, 4.24886], [0.55458, 1.15245, 5.06361], [-3.23235, -2.54201, -0.65321], [-1.00158, 0.30870, -3.25497], [-5.15372, 3.00534, 5.46526], [-0.91122, -0.86958, -1.97283], [-2.78054, 1.17564, 3.57209], [-4.33149, -2.77558, 1.19090], [8.71446, 1.78636, -0.30807], [-5.96541, -3.07619, -1.33180], [-3.24138, 3.97346, 2.41806], [-0.85571, 0.83626, 5.95406], [-3.93014, -1.83192, -2.43348], [-0.63503, 0.78015, -6.09574], [-4.17863, -1.74740, -1.37555], [-3.34376, -2.50394, 0.81848], [7.46106, 0.24946, -1.17990], [-2.62736, -4.24357, -2.47437], [-0.49541, -1.21103, -4.43487], [-3.00418, 1.71259, 6.38875], [4.89063, 3.34455, -0.61696], [-2.47345, -5.31465, -2.60553], [6.15851, 0.13689, -0.43542], [-0.56065, 2.99019, 3.70378], [-2.42104, 0.85103, -5.75669], [-3.86410, -0.49517, 1.12410], [1.52520, 0.18985, -3.26951], [-0.54576, -1.33310, -1.15326], [5.95878, -2.32418, -2.09342], [0.05596, 0.68152, 1.41146], [6.55425, 1.76768, 0.73371], [5.17752, -2.00658, -1.40286], [-3.00119, -1.10782, 1.38514], [-2.01009, 2.13387, -3.64847], [9.57258, 0.41767, -0.79115]],
  "total_charge": 1,
  "orbital_gap_ev": 5.846,
  "e_tot_ev": -55628.9974,
  "spin_multiplicity": 1,
  "e_above_lowest_kj_mol": 224.8,
  "lumo_energy_ev": -3.73
}

---

(3)
{
  "formula": "C24H68N4O10",
  "method": "ωB97M-V/def2-TZVPD",
  "species": ["H", "C", "H", "C", "C", "H", "H", "H", "H", "H", "H", "N", "H", "H", "H", "C", "C", "O", "H", "O", "H", "H", "H", "H", "C", "H", "O", "H", "H", "C", "C", "H", "H", "H", "H", "H", "C", "H", "H", "H", "C", "H", "H", "H", "C", "H", "O", "C", "O", "C", "H", "N", "H", "H", "H", "C", "H", "H", "H", "C", "H", "H", "H", "H", "C", "N", "H", "H", "H", "C", "H", "O", "H", "H", "O", "H", "O", "O", "H", "H", "O", "C", "H", "C", "H", "C", "H", "H", "H", "H", "N", "C", "H", "C", "H", "C", "H", "H", "H", "H", "H", "H", "H", "C", "H", "H"],
  "coordinates": [[17.37689, -15.68113, 19.27109], [25.86559, -10.53731, 13.28684], [25.10578, -14.02120, 11.76757], [23.12038, -19.25306, 14.06112], [19.32387, -15.94796, 18.22257], [27.65310, -13.61433, 18.24591], [17.84655, -16.26486, 16.79687], [24.92762, -15.17303, 15.57452], [26.15683, -10.19694, 17.53399], [20.04076, -11.46635, 17.54544], [27.34475, -9.62966, 16.44915], [22.96838, -13.74097, 19.93719], [21.60883, -12.01656, 12.33985], [25.84030, -18.10760, 20.70286], [26.50374, -16.31534, 13.54399], [18.68526, -16.84926, 17.17518], [20.60403, -11.69489, 12.06598], [23.00435, -16.73434, 20.17055], [22.11240, -14.31687, 14.80790], [21.96716, -11.32694, 15.70965], [23.94088, -11.92938, 18.77773], [19.15247, -14.82432, 12.88869], [26.54007, -16.11247, 11.75879], [18.63796, -16.39959, 20.29181], [20.27732, -10.50533, 17.08873], [18.61211, -14.72207, 19.89396], [27.24923, -12.18260, 15.95588], [20.80133, -14.48924, 12.18605], [27.75265, -9.79664, 18.12681], [23.88320, -18.46090, 18.78217], [21.74592, -10.41322, 16.71142], [23.50164, -18.56776, 20.88605], [25.16564, -14.90929, 17.26896], [19.32044, -14.50390, 11.21280], [22.40496, -21.21709, 14.24808], [24.71647, -13.59640, 16.15888], [22.23534, -15.20988, 15.42071], [21.75509, -17.71260, 13.71045], [26.09002, -12.85369, 17.98801], [20.47129, -10.73438, 12.56390], [27.22009, -10.28532, 17.31092], [19.95716, -9.77490, 17.83174], [19.58437, -10.54866, 16.24847], [22.85057, -15.86620, 17.29920], [25.60160, -14.42491, 12.65032], [28.80757, -11.70875, 17.10859], [26.86753, -13.86724, 12.74557], [27.71785, -11.71511, 17.08475], [22.50503, -13.81787, 17.31717], [23.05036, -14.97218, 16.70850], [27.30323, -11.62958, 14.04922], [23.79289, -11.74606, 19.75987], [27.18493, -12.23834, 19.18210], [22.18240, -17.05304, 19.79051], [18.28085, -17.72589, 17.68121], [24.52422, -14.63404, 16.43175], [18.61994, -12.49023, 12.11014], [25.82223, -11.06916, 15.18682], [22.58178, -14.53180, 20.43241], [25.96180, -15.95564, 12.66935], [22.76322, -15.93501, 14.80134], [27.69202, -13.03425, 15.97064], [22.40654, -13.13737, 16.64722], [22.09677, -9.47090, 16.29067], [19.55333, -12.67717, 12.64111], [25.29293, -10.70641, 14.40685], [21.09414, -15.84374, 18.32426], [24.97240, -16.40885, 12.60790], [18.58527, -12.64593, 14.45973], [18.44858, -15.71183, 19.46767], [21.19047, -11.42078, 15.15329], [19.43977, -12.48053, 14.05468], [21.95347, -18.52574, 12.19993], [25.05519, -16.82321, 21.64975], [25.34530, -10.05216, 12.34952], [22.95369, -13.70534, 18.92793], [23.13299, -12.47186, 21.76176], [24.07914, -19.67425, 13.18809], [23.92501, -19.53061, 18.98732], [24.41315, -10.21584, 14.48048], [20.51652, -16.53555, 18.65492], [22.74173, -20.42740, 14.91969], [26.81586, -12.90880, 12.72787], [27.14493, -12.65266, 18.17471], [23.10281, -18.26170, 18.04773], [25.14654, -17.26804, 20.65885], [24.96756, -14.15834, 13.49592], [27.69002, -10.82927, 12.53765], [22.36418, -10.74099, 17.54713], [20.54023, -11.70250, 10.97788], [27.03646, -11.03079, 13.28085], [19.74068, -14.23801, 12.18275], [19.51131, -14.97777, 17.76247], [23.81318, -17.84071, 20.13609], [21.90768, -20.29108, 15.60806], [21.90696, -18.70019, 13.27487], [23.95734, -10.84183, 20.17871], [24.79654, -18.21761, 18.23929], [20.98510, -19.23071, 13.51320], [23.58965, -18.54182, 14.74083], [23.60833, -20.69440, 15.52454], [21.27853, -15.67476, 15.65837], [19.41315, -16.98714, 16.37564], [23.26938, -12.63274, 20.56181], [23.88164, -19.24634, 12.35174], [25.71707, -16.68817, 19.93335]],
  "total_charge": 0,
  "orbital_gap_ev": 9.164,
  "e_tot_ev": -52424.0041,
  "spin_multiplicity": 1,
  "e_above_lowest_kj_mol": 361.3,
  "lumo_energy_ev": 0.21
}